Below is one molecule with the formula C19H19NO2S in a non-equilibrium geometry, with properties calculated with ωB97M-V with the def2-TZVPD basis set.

Properties
molecular weight = 325.43 g/mol
energy above the lowest of the compared OMol25 structures with the same formula, charge and spin = 45.21 kcal/mol
LUMO energy = -0.278 eV
E_tot = -1338.75236 a.u.
HOMO level = -0.2934 hartree
HOMO-LUMO gap = 7.71 eV

Positions of all 42 atoms, in Å:
S1 -2.7044 -1.9667 0.8377
O1 0.8910 0.1049 1.5390
O2 -1.2497 4.0421 -2.0113
N1 2.8997 -1.5733 1.6522
C1 1.4401 -2.7935 -1.4478
C2 -2.1513 3.9105 -0.9495
C3 4.5082 -3.0595 0.5744
C4 0.0668 3.4731 -1.8543
C5 -1.0416 1.5337 -0.5985
C6 4.0216 -2.3413 1.7169
C7 -1.9583 -0.4395 0.7586
C8 -2.3326 2.3648 -0.8463
C9 2.3785 -2.4939 -0.4500
C10 -2.6631 -0.5145 3.1174
C11 3.6463 -3.2302 -0.5101
C12 0.9415 -0.8010 0.4800
C13 2.1201 -1.6295 0.6137
C14 -1.9159 0.1694 2.0268
C15 -3.1998 -1.6649 2.5467
C16 0.0047 -0.9351 -0.5696
C17 -1.2708 -0.0047 -0.4883
C18 -0.1178 1.9532 -1.7019
C19 0.1914 -2.0492 -1.4529
H1 1.6077 -3.6028 -2.1560
H2 -0.5637 1.6863 -2.6499
H3 -1.8440 -0.2826 -1.3227
H4 4.7829 -2.1752 2.4498
H5 -2.7816 -0.1330 4.1013
H6 0.8236 1.4682 -1.5878
H7 -2.7800 1.9088 -1.7614
H8 -3.0004 4.4175 -1.2899
H9 0.7030 3.8530 -1.0722
H10 3.7779 -3.9412 -1.2991
H11 -3.0803 2.2177 -0.0876
H12 -0.5950 -2.2730 -2.1545
H13 1.6345 -0.2871 2.0482
H14 -3.6520 -2.3977 3.2180
H15 5.4715 -3.5365 0.6150
H16 0.7077 3.7805 -2.6611
H17 -0.5604 1.8438 0.3525
H18 -1.3288 1.0470 2.2654
H19 -1.8273 4.3516 0.0088